Entry 1:
Molecular formula: C46H48AlN3P
Method: DFT, ωB97M-V with the def2-TZVPD basis set

energy above the lowest of the compared OMol25 structures with the same formula, charge and spin	0.0	kcal per mole
E_HOMO (alpha / beta)	-1.25 / -0.56	eV
net charge	-1
Kohn-Sham gap (alpha / beta)	3.7 / 3.0	eV
calculated total energy	-68835.0580	eV
LUMO energy (alpha / beta)	2.4174 / 2.4199	eV

Atoms and positions in Å:
Al1 1.354208 -1.338097 0.054203
N1 0.567590 -2.519952 1.263194
N2 1.413870 -3.070239 -1.732745
C1 2.884075 0.896754 -0.764094
C2 3.714162 -0.217302 -0.476472
C3 3.282740 -0.799754 0.765247
C4 4.085036 -1.725332 1.625094
H1 4.877549 -2.216055 1.045665
H2 3.457291 -2.498437 2.085787
H3 4.562231 -1.155379 2.439793
C5 2.214491 0.066319 1.298742
C6 1.835742 0.160973 2.729474
H4 2.617393 0.713000 3.284086
H5 1.711543 -0.821382 3.189936
H6 0.892711 0.710842 2.836858
C7 1.951394 1.078299 0.288715
C8 0.908839 2.114652 0.417716
H7 -0.038647 1.641817 0.755676
H8 0.696761 2.608350 -0.537562
H9 1.159026 2.886998 1.167282
C9 4.838865 -0.731523 -1.286751
H10 5.736901 -0.911090 -0.678485
H11 5.115996 -0.033477 -2.085924
H12 4.572444 -1.688849 -1.761586
C10 2.931547 1.733489 -1.986240
H13 2.001661 1.634973 -2.564980
H14 3.746801 1.434123 -2.651553
H15 3.057817 2.789011 -1.722411
C11 -0.070477 -2.628657 2.461667
H16 -0.029970 -1.763352 3.133356
C12 -0.734870 -3.806334 2.792033
H17 -1.187179 -3.907127 3.775904
C13 -0.918682 -4.798580 1.819235
H18 -1.627942 -5.607644 1.961523
C14 -0.145326 -4.756409 0.669567
H19 -0.193154 -5.500052 -0.126618
C15 0.739454 -3.672221 0.509018
C16 1.792342 -3.558216 -0.482992
H20 2.667126 -4.201372 -0.448252
C17 1.079084 -1.718468 -1.878048
C18 1.293666 -3.758019 -2.928854
H21 1.401332 -4.824708 -2.977042
C19 1.035898 -2.840864 -3.867432
H22 0.896501 -2.938432 -4.933464
N3 1.039903 -1.586702 -3.244011
C20 1.109882 -0.386255 -4.017164
C21 2.191798 -0.205889 -4.903268
C22 2.209153 0.921097 -5.732515
H23 3.062882 1.071467 -6.408880
C23 1.159284 1.846441 -5.736420
C24 1.182359 3.038691 -6.649878
H24 1.153826 3.983268 -6.093777
H25 0.316816 3.040304 -7.321962
H26 2.084159 3.040815 -7.267429
C25 0.083545 1.634961 -4.869790
H27 -0.757688 2.335584 -4.871001
C26 0.049203 0.530458 -4.005671
C27 -1.134288 0.266199 -3.133273
H28 -1.750026 -0.563719 -3.502075
H29 -1.771293 1.153289 -3.106968
H30 -0.821139 0.025977 -2.112939
C28 3.340617 -1.170161 -4.941873
H31 3.012198 -2.199544 -5.127899
H32 3.919501 -1.143119 -4.002936
H33 4.016766 -0.880451 -5.755235
C29 -5.203359 3.777583 0.499998
C30 -5.538448 2.589705 1.152748
C31 -4.538777 1.712695 1.578098
C32 -3.195641 2.037242 1.352890
C33 -2.850649 3.239603 0.705637
C34 -3.859827 4.089461 0.257558
P1 -1.825814 1.046190 2.058815
C35 -1.707129 1.911213 3.665911
C36 -0.521143 2.608851 3.980215
C37 -0.468703 3.400063 5.125331
C38 -1.599115 3.525082 5.943660
C39 -2.774246 2.830970 5.641845
C40 -2.828869 2.026268 4.502629
C41 -2.672727 -0.521433 2.447186
C42 -2.850684 -0.992310 3.756748
C43 -3.580179 -2.160467 3.980772
C44 -4.063157 -2.906504 2.903225
C45 -3.805105 -2.490426 1.589402
C46 -3.134332 -1.291666 1.360446
H34 -5.993210 4.465529 0.187534
H35 -6.577155 2.330021 1.350180
H36 -4.805161 0.794830 2.103103
H37 -1.800459 3.514049 0.590022
H38 -3.593245 5.004031 -0.269269
H39 0.354219 2.544361 3.324439
H40 0.460948 3.925519 5.365295
H41 -1.557181 4.172463 6.820991
H42 -3.653646 2.911626 6.286230
H43 -3.754198 1.494157 4.279675
H44 -2.435660 -0.444529 4.605118
H45 -3.747431 -2.497498 5.006241
H46 -4.618294 -3.828588 3.085259
H47 -4.120510 -3.104843 0.746017
H48 -2.986378 -0.928275 0.342772

Forces on atoms 1 to 2 (eV/Å):
0.4 -1.2 -1.1
-0.2 0.9 0.4

Entry 2:
Molecular formula: C46H48AsF22O10S4
Method: DFT, ωB97M-V with the def2-TZVPD basis set

expectation value of S²	0.758
E_HOMO (alpha / beta)	-8.51 / -8.51	eV
multiplicity	2
Kohn-Sham gap (alpha / beta)	6.6 / 2.8	eV
calculated total energy	-232915.8825	eV
LUMO energy (alpha / beta)	-1.8754 / -5.6909	eV

Atoms and positions in Å:
As1 0.289978 2.481942 1.732481
F1 -0.795210 3.282397 0.484927
F2 1.389857 3.876590 2.012545
F3 1.198277 1.555462 2.959990
F4 -0.714158 1.091788 1.538145
F5 1.309521 1.821091 0.373692
F6 -0.822240 3.161220 2.972360
C1 0.735954 -3.662082 -2.357789
C2 0.854993 -2.350516 -1.533607
C3 1.627950 -1.213218 -2.036647
F7 2.818822 -1.689065 -2.576950
F8 1.091830 -0.484214 -2.986322
F9 -0.415743 -1.947746 -1.279721
F10 1.233408 -2.662126 -0.263234
O1 0.474826 -4.826120 -1.546962
C4 -0.872249 -5.176084 -1.354608
C5 -0.795682 -6.513740 -0.574906
F11 -0.268327 -6.429357 0.643187
F12 -2.094260 -6.951646 -0.326735
F13 -1.543108 -4.199951 -0.676667
F14 -1.479569 -5.319566 -2.569682
H1 1.689154 -3.837080 -2.856679
H2 0.017131 -3.461683 -3.152279
H3 1.954947 -0.464716 -1.314907
H4 -0.083282 -7.139696 -1.112265
C6 1.029638 6.595498 -1.766645
C7 -0.311647 6.958446 -1.175501
C8 -0.390520 8.467098 -0.832067
F15 0.378921 8.868750 0.211002
F16 -0.056739 9.248159 -1.922074
F17 -1.267601 6.620985 -2.053651
F18 -0.537173 6.286940 -0.020168
O2 0.985527 5.193181 -2.182975
C9 2.073688 4.434578 -1.926090
C10 1.763230 2.985591 -2.431455
F19 1.283646 2.956635 -3.694563
F20 2.939391 2.208717 -2.459330
F21 3.056732 4.969588 -2.646183
F22 2.439427 4.413708 -0.627459
H5 1.783160 6.715935 -0.988313
H6 1.362715 7.124787 -2.659399
H7 -1.417134 8.703000 -0.551834
H8 1.025083 2.425239 -1.857655
C11 -1.083049 -1.301805 4.473445
S1 -0.944169 -2.858138 3.501607
O3 -2.309795 -3.517370 3.753552
C12 -1.025655 -2.165327 1.780660
H9 -0.788710 -1.425257 5.515673
H10 -2.123642 -0.977679 4.487559
H11 -0.624685 -0.489113 3.909951
H12 -0.891573 -2.953170 1.039440
H13 -0.224652 -1.449744 1.595103
H14 -1.921578 -1.570441 1.603027
C13 -4.391377 5.029087 4.043975
S2 -4.706235 6.031621 2.465205
O4 -4.941764 7.439490 2.980801
C14 -2.991451 6.024441 1.767632
H15 -3.833099 5.702131 4.694712
H16 -3.769548 4.155687 3.847528
H17 -5.218963 4.749915 4.696099
H18 -2.492682 5.055433 1.786228
H19 -2.503628 6.878477 2.237466
H20 -3.015794 6.458331 0.768007
C15 -3.998877 1.104352 2.630105
S3 -4.695164 -0.427006 3.444961
O5 -6.045863 -0.064081 4.127003
C16 -5.042128 -1.364074 1.912725
H21 -3.040827 0.961361 2.130320
H22 -3.724962 1.814163 3.410646
H23 -4.668967 1.496640 1.865144
H24 -5.133886 -2.416233 2.182221
H25 -4.240951 -1.360255 1.173663
H26 -6.037277 -1.137543 1.530014
C17 4.428195 1.624311 0.631449
S4 5.815527 2.883002 0.495015
O6 6.994591 2.344691 1.227945
C18 6.082011 2.561966 -1.286435
H27 3.840585 1.806836 1.531166
H28 4.935755 0.662837 0.709215
H29 3.814548 1.491111 -0.259512
H30 6.737721 3.360141 -1.634367
H31 5.225899 2.810227 -1.913761
H32 6.550168 1.597479 -1.483133
C19 -2.599358 2.052274 -1.693402
C20 -3.549087 1.244202 -1.047473
C21 -3.747844 -0.015322 -1.535548
C22 -3.088003 -0.475186 -2.676245
C23 -2.109313 0.365032 -3.328028
C24 -1.897113 1.577949 -2.797150
C25 -1.432439 -0.099040 -4.601869
O7 -0.813496 0.683536 -5.350975
C26 -1.499117 -1.539157 -4.938418
C27 -0.665699 -2.080804 -5.970624
C28 -0.751266 -3.390852 -6.326438
C29 -1.657038 -4.205026 -5.768600
C30 -2.499263 -3.680589 -4.748269
C31 -2.473511 -2.340234 -4.369259
C32 -3.347576 -1.909992 -3.248011
O8 -4.240079 -2.640472 -2.713167
H33 -2.394684 3.076746 -1.419586
H34 -4.256569 1.601554 -0.313886
H35 -4.429529 -0.603781 -0.939359
H36 -1.187060 2.248058 -3.258872
H37 -0.045472 -1.376844 -6.505570
H38 -0.170330 -3.854719 -7.109859
H39 -1.867639 -5.190458 -6.157158
H40 -3.239528 -4.312444 -4.280118
C33 2.665306 -0.801467 4.733851
C34 2.057082 -1.902555 5.399006
C35 2.079648 -3.214730 4.790666
C36 2.690560 -3.422324 3.528225
C37 3.186170 -2.327197 2.794832
C38 3.179467 -1.046162 3.455656
C39 3.886382 -2.575294 1.501599
O9 4.663020 -1.787091 0.974211
C40 3.694558 -3.945626 0.878030
C41 4.104748 -4.196693 -0.370668
C42 3.839769 -5.418299 -1.028167
C43 3.174710 -6.382598 -0.303624
C44 2.855832 -6.226665 1.008165
C45 3.049756 -4.992061 1.614763
C46 2.540058 -4.801511 3.001007
O10 2.074166 -5.682453 3.652966
H41 2.565136 0.212352 5.092372
H42 1.586791 -1.858358 6.370226
H43 1.574884 -3.995514 5.340195
H44 3.492559 -0.191254 2.874704
H45 4.567685 -3.382895 -0.909028
H46 4.171504 -5.529505 -2.049923
H47 2.925579 -7.313633 -0.790954
H48 2.398428 -7.038113 1.554717

Forces on atoms 1 to 2 (eV/Å):
0.3 2.0 -0.4
1.7 -0.6 1.3